Entry from the Open Molecules 2025 dataset: one molecule with the formula C27H28N4O6 in a non-equilibrium geometry (ωB97M-V with the def2-TZVPD basis set).

- Energy relative to the best compared isomer or geometry (same formula, charge and spin): 329.4 kJ/mol
- Molecular weight: 504.54 g/mol
- HOMO energy: -7.51 eV
- SMILES string: COc1ccc(N2CCN(C(=O)c3oc4ccccc4c3NC(=O)CCc3cc(OC)no3)CC2)cc1
- Max |F|: 1.35 eV/A
- HOMO-LUMO gap: 7.7 eV

Structure (ORCA input):
```
! RIJCOSX wB97M-V def2-TZVPD def2/J DEFGRID3
* xyz 0 1
C 0.69 4.48 2.01
H 0.56 4.77 0.96
O 0.71 3.08 2.17
C 1.71 2.38 1.56
C 2.68 2.91 0.72
C 3.63 2.09 0.14
C 3.65 0.72 0.36
C 2.69 0.20 1.23
C 1.75 1.01 1.82
H 1.00 0.59 2.48
H 2.66 -0.85 1.47
N 4.66 -0.07 -0.24
C 4.65 -1.50 -0.04
H 5.67 -1.85 -0.19
C 3.70 -2.20 -1.06
N 2.95 -1.19 -1.78
C 1.70 -0.76 -1.47
O 1.26 0.30 -1.95
C 0.83 -1.53 -0.59
C -0.31 -1.02 0.02
N -0.73 0.27 -0.18
C -1.59 1.03 0.56
O -2.15 0.66 1.57
C -1.80 2.40 -0.05
H -2.39 2.99 0.64
H -0.84 2.88 -0.22
C -2.55 2.26 -1.39
C -3.80 1.48 -1.21
C -4.04 0.14 -1.17
C -5.43 0.06 -0.89
N -5.95 1.25 -0.78
O -4.94 2.14 -0.97
O -6.12 -1.08 -0.76
C -7.49 -0.91 -0.46
H -7.61 -0.37 0.48
H -7.99 -0.36 -1.25
H -7.90 -1.92 -0.37
H -3.36 -0.68 -1.31
H -1.92 1.76 -2.12
H -2.81 3.26 -1.77
H -0.18 0.72 -0.91
C -0.88 -2.10 0.77
C -2.01 -2.28 1.57
C -2.24 -3.52 2.11
C -1.37 -4.59 1.88
C -0.24 -4.45 1.10
C -0.01 -3.19 0.55
O 1.01 -2.85 -0.26
H 0.44 -5.26 0.91
H -1.58 -5.55 2.33
H -3.11 -3.68 2.73
H -2.67 -1.45 1.76
C 3.81 -0.31 -2.54
H 3.19 0.53 -2.88
C 4.96 0.19 -1.64
H 5.89 -0.34 -1.87
H 5.14 1.25 -1.80
H 4.19 -0.84 -3.41
H 3.03 -2.89 -0.57
H 4.29 -2.75 -1.80
H 4.37 -1.73 0.98
H 4.37 2.56 -0.50
H 2.71 3.97 0.51
H -0.16 4.83 2.59
H 1.60 4.94 2.40
*
```

Mulliken atomic charge list, values in e, 4 entries: -0.980, 0.345, -0.423, 0.425

---

Entry from the Open Molecules 2025 dataset: an isolated ion of composition C27H28NO and charge +1 in a non-equilibrium geometry (ωB97M-V with the def2-TZVPD basis set).

- Energy relative to the best compared isomer or geometry (same formula, charge and spin): 58.4 kJ/mol
- Molecular weight: 382.53 g/mol
- HOMO energy: -10.72 eV
- SMILES string: C(=C\[C@@H](CC(c1ccccc1)=[N+]1CCOCC1)c1ccccc1)/c1ccccc1
- Max |F|: 2.26 eV/A
- HOMO-LUMO gap: 6.9 eV

Structure (ORCA input):
```
! RIJCOSX wB97M-V def2-TZVPD def2/J DEFGRID3
* xyz 1 1
C -3.56 0.72 2.26
C -2.33 0.15 1.57
N -1.04 0.68 2.12
C 0.11 0.22 1.66
C 0.14 -0.61 0.40
C 1.36 0.48 2.40
C 2.18 1.56 2.03
C 3.30 1.89 2.80
C 3.63 1.13 3.92
C 2.87 -0.01 4.24
C 1.77 -0.35 3.47
C -0.99 1.52 3.35
C -2.36 2.01 3.80
O -3.35 0.99 3.64
H -3.88 1.63 1.71
H -4.36 -0.04 2.25
H -2.34 -0.95 1.69
H -2.40 0.37 0.49
H 1.16 -1.04 0.37
H -0.55 -1.46 0.52
H 1.92 2.13 1.14
H 3.90 2.76 2.51
H 4.47 1.42 4.55
H 3.15 -0.63 5.09
H 1.19 -1.26 3.69
H -0.55 0.93 4.17
H -0.33 2.39 3.18
H -2.34 2.22 4.88
H -2.62 2.93 3.23
C -0.12 0.08 -0.89
C 0.99 1.09 -1.24
C 0.77 2.47 -1.06
C 1.79 3.39 -1.34
C 3.02 2.95 -1.83
C 3.24 1.58 -2.02
C 2.23 0.65 -1.71
C -0.24 -0.99 -1.94
C -1.40 -1.37 -2.53
C -1.48 -2.49 -3.44
C -2.74 -3.07 -3.75
C -2.84 -4.14 -4.64
C -1.68 -4.68 -5.22
C -0.43 -4.16 -4.89
C -0.32 -3.07 -4.02
H -1.07 0.63 -0.86
H -0.20 2.80 -0.69
H 1.61 4.45 -1.18
H 3.81 3.66 -2.06
H 4.19 1.22 -2.42
H 2.43 -0.42 -1.83
H 0.69 -1.54 -2.14
H -2.33 -0.85 -2.27
H -3.62 -2.67 -3.26
H -3.82 -4.56 -4.88
H -1.76 -5.50 -5.94
H 0.48 -4.59 -5.30
H 0.66 -2.67 -3.76
*
```

Mulliken atomic charge list, values in e, 4 entries: -0.837, 0.040, 0.417, 0.549

---

Entry from the Open Molecules 2025 dataset: C27H29As2InN2O3S4SbSe4 as an isolated structure (ωB97M-V with the def2-TZVPD basis set).

- Energy relative to the best compared isomer or geometry (same formula, charge and spin): 56.4 kJ/mol
- Molecular weight: 1260.07 g/mol
- HOMO energy: -4.41 eV
- Max |F|: 0.29 eV/A
- HOMO-LUMO gap: 6.3 eV

Structure (ORCA input):
```
! RIJCOSX wB97M-V def2-TZVPD def2/J DEFGRID3
* xyz -1 1
In -2.08 1.30 -0.32
O -2.22 1.43 2.02
N -1.23 1.86 2.65
N -0.13 1.84 1.98
O -0.06 1.37 0.75
C 1.07 2.26 2.63
C 1.09 2.53 3.99
C 2.28 2.92 4.57
C 3.44 3.04 3.81
C 3.40 2.77 2.46
C 2.21 2.38 1.85
H 0.19 2.43 4.57
H 2.31 3.13 5.64
H 4.37 3.35 4.28
H 4.29 2.87 1.85
H 2.15 2.18 0.80
S -4.35 0.27 0.03
S -4.22 -1.39 -1.15
S -4.41 -0.73 -3.10
S -2.77 0.55 -3.29
C 1.89 3.00 -2.01
As 0.38 2.05 -2.83
C 1.44 0.82 -3.96
C 0.01 3.36 -4.23
H 2.51 3.46 -2.79
H 2.51 2.30 -1.45
H 1.52 3.77 -1.34
H 2.23 1.36 -4.49
H 0.77 0.36 -4.68
H 1.88 0.04 -3.35
H 0.94 3.73 -4.66
H -0.58 4.19 -3.82
H -0.59 2.89 -5.01
O -1.05 -0.48 -0.97
As -0.45 -1.69 0.02
C -1.10 -3.36 -0.65
C -1.52 -3.39 -1.97
C -2.00 -4.58 -2.50
C -2.04 -5.72 -1.71
C -1.63 -5.68 -0.39
C -1.16 -4.49 0.15
C 1.46 -1.71 -0.12
C 2.11 -0.54 -0.50
C 3.49 -0.54 -0.61
C 4.22 -1.68 -0.32
C 3.57 -2.85 0.06
C 2.18 -2.87 0.16
C -0.91 -1.56 1.87
C -2.23 -1.80 2.25
C -2.59 -1.63 3.58
C -1.64 -1.23 4.51
C -0.32 -1.01 4.12
C 0.05 -1.17 2.80
H -1.52 -2.48 -2.57
H -2.34 -4.61 -3.53
H -2.42 -6.65 -2.13
H -1.68 -6.57 0.23
H -0.86 -4.45 1.19
H 1.52 0.34 -0.71
H 4.00 0.37 -0.91
H 5.30 -1.67 -0.40
H 4.13 -3.74 0.28
H 1.67 -3.78 0.44
H -2.97 -2.08 1.52
H -3.62 -1.78 3.87
H -1.93 -1.08 5.54
H 0.41 -0.69 4.85
H 1.07 -0.97 2.49
Se -6.01 3.69 -0.88
Sb -4.06 4.14 -2.15
Se -3.82 6.06 -3.58
Se -3.56 2.43 -4.07
Se -1.98 3.80 -0.71
*
```

Mulliken atomic charge list, values in e, 4 entries: 0.911, -0.374, -0.893, 0.869

---

What is the HOMO-LUMO gap in the second record? 6.9 eV

---

Which of these has the lowest max |F|? C27H29As2InN2O3S4SbSe4